Formula: C83H195N13O16
Source: the OMol25 dataset
Level of theory: ωB97M-V/def2-TZVPD

ORCA input file:
```
! RIJCOSX wB97M-V def2-TZVPD def2/J DEFGRID3
* xyz 0 1
C 19.58206 20.05404 28.35614
C 19.15706 18.79858 27.58120
C 17.78066 18.94804 26.89646
O 17.84695 20.04144 25.98016
C 17.00324 19.89678 24.77786
N 20.16632 18.62108 26.58150
H 20.59194 19.93756 28.74942
H 18.91969 20.40872 29.14578
H 19.70846 20.88304 27.65980
H 19.11802 17.98966 28.31074
H 16.99755 19.09952 27.63936
H 17.49904 18.00604 26.42592
H 16.93751 20.82542 24.21094
H 15.98026 19.55761 24.94088
H 17.34546 19.16718 24.04390
H 20.09318 17.79356 26.00708
H 20.01634 19.40584 25.96366
C 15.16016 16.57438 22.86510
C 14.37348 17.58716 22.01566
C 13.57788 18.52350 22.91638
O 12.56172 17.70954 23.57280
C 11.83772 18.37849 24.57010
N 15.36220 18.31859 21.25886
H 14.64178 16.08574 23.69008
H 15.97066 17.10829 23.36122
H 15.70038 15.81484 22.29996
H 13.64606 17.08800 21.37552
H 13.12986 19.30692 22.30514
H 14.22564 19.04050 23.62436
H 12.44898 18.60318 25.44418
H 10.93628 17.85176 24.88324
H 11.44434 19.34726 24.26220
H 14.96086 18.92466 20.55766
H 15.77068 17.51664 20.80047
C 14.23570 14.91798 18.41400
C 14.36632 13.69772 19.33539
C 14.81442 12.33030 18.72094
O 16.02738 12.43508 17.96656
C 16.30901 11.22780 17.25222
N 15.31778 14.04604 20.41730
H 13.59120 14.52444 17.62798
H 15.17026 15.37080 18.08282
H 13.71330 15.73806 18.90660
H 13.38572 13.59602 19.80036
H 14.07588 11.92024 18.03208
H 14.97182 11.52692 19.44058
H 17.22448 11.29442 16.66434
H 15.49654 11.02740 16.55379
H 16.32291 10.43533 18.00049
H 15.43932 13.24396 21.01894
H 16.18860 14.19696 19.92842
C 19.69900 20.26972 17.22430
C 20.00360 21.49162 18.06328
C 18.96638 21.57088 19.22617
O 19.03678 20.43696 20.04418
C 18.21288 20.45536 21.24334
N 21.32008 21.35354 18.59248
H 20.37089 20.20494 16.36846
H 18.69102 20.14738 16.82790
H 19.81242 19.38134 17.84562
H 19.90452 22.34102 17.38738
H 17.93594 21.65876 18.88182
H 19.15811 22.49942 19.76390
H 17.18846 20.77888 21.05898
H 18.55799 21.11100 22.04280
H 18.24670 19.43310 21.62008
H 21.44666 22.08856 19.27352
H 21.38350 20.48593 19.10562
C 23.08926 18.59121 21.14178
C 21.73070 18.82870 21.56038
C 21.65646 20.18784 22.27322
O 22.57078 20.39908 23.33640
C 22.20474 19.78822 24.52888
N 21.04310 18.72064 20.26616
H 23.69496 18.37549 22.02194
H 23.48414 19.43388 20.57426
H 23.22022 17.68160 20.55564
H 21.37714 18.01212 22.18992
H 20.63932 20.32227 22.64122
H 21.67990 21.02712 21.57814
H 21.74808 20.45526 25.26006
H 23.15346 19.45682 24.95104
H 21.54480 18.92082 24.51476
H 20.57444 17.83262 20.37512
H 20.30031 19.40136 20.19565
C 21.78802 10.19286 28.89778
C 20.69066 10.42316 29.92482
C 20.89852 11.87514 30.52424
C 20.35164 13.03686 29.68250
C 18.85603 12.72850 29.30000
C 18.54902 11.35412 28.65460
N 19.32534 10.30376 29.42004
O 19.02288 8.98021 28.85854
C 17.02100 11.06438 28.77120
C 18.90674 11.50280 27.14058
C 20.81732 9.40442 31.06908
H 22.75762 10.08260 29.38340
H 21.84280 11.06248 28.24292
H 21.67110 9.27202 28.32638
H 20.50931 11.92466 31.54116
H 21.94428 12.18120 30.49580
H 20.94410 13.14890 28.77446
H 20.47708 13.96748 30.23596
H 18.65190 13.59034 28.66466
H 18.26391 12.84532 30.20764
H 16.41228 11.96808 28.74180
H 16.64816 10.38526 28.00446
H 16.89288 10.71422 29.79546
H 19.90740 11.92526 27.04938
H 18.79820 10.51742 26.68746
H 18.22394 12.20474 26.66184
H 20.09566 9.56263 31.87048
H 21.84244 9.50980 31.42420
H 20.65986 8.39016 30.70226
H 18.38292 8.75116 29.53648
C 21.48484 11.10444 24.93194
C 22.28972 11.27164 23.67074
C 23.19668 10.06436 23.46162
C 23.79836 9.87276 22.08554
C 22.67914 9.87772 20.98362
C 21.73550 11.09488 21.08354
N 21.31458 11.30472 22.51076
O 20.21107 12.16538 22.63836
C 22.40898 12.29318 20.43256
C 20.44526 10.65334 20.30923
C 23.13328 12.58392 23.66718
H 22.14084 11.11434 25.80238
H 20.91474 10.17554 24.94730
H 20.78180 11.93296 25.01790
H 24.06960 10.20896 24.09818
H 22.72096 9.11426 23.70474
H 24.38684 8.95544 22.06810
H 24.51398 10.68210 21.94082
H 22.24572 8.87796 20.95698
H 23.21028 9.90048 20.03208
H 21.77476 13.17374 20.53498
H 23.45704 12.45522 20.68436
H 22.47836 12.19140 19.34955
H 20.80568 10.56878 19.28402
H 19.99529 9.73174 20.67841
H 19.62662 11.35802 20.16312
H 23.48974 12.70464 24.69016
H 22.57998 13.46202 23.33418
H 23.95214 12.53198 22.94964
H 20.56422 13.04922 22.51306
C 23.84060 18.41004 13.70344
C 24.88312 18.26932 14.84552
C 24.59518 19.33732 16.00016
C 23.37774 19.04131 16.92892
C 23.59776 17.63214 17.49128
C 23.81054 16.51866 16.44959
N 24.83340 16.87396 15.43210
O 25.03412 15.93506 14.49082
C 24.26542 15.25776 17.20212
C 22.48206 16.23748 15.69484
C 26.24618 18.60288 14.19740
H 24.03454 19.36208 13.20938
H 22.83146 18.48375 14.10876
H 23.92430 17.63572 12.94086
H 25.53552 19.49712 16.52774
H 24.18630 20.25008 15.56680
H 22.41264 19.09336 16.42498
H 23.26226 19.75912 17.74102
H 22.81918 17.24654 18.14948
H 24.52362 17.64856 18.06627
H 24.43564 14.40672 16.54268
H 25.24022 15.46074 17.64558
H 23.61626 15.01054 18.04210
H 22.59498 15.75548 14.72376
H 21.89246 15.50618 16.24770
H 21.74572 17.03790 15.62260
H 26.39894 17.97018 13.32306
H 26.97178 18.31508 14.95818
H 26.28528 19.66014 13.93512
H 24.21468 15.98168 13.99286
C 15.15158 12.48210 24.43984
C 14.96878 11.04414 23.96632
C 15.20328 10.17632 25.22114
C 15.01026 8.64904 24.91564
C 13.54710 8.52316 24.40266
C 13.13680 9.45492 23.14694
N 13.66260 10.81046 23.40632
O 13.40698 11.65906 22.36340
C 13.76856 8.80080 21.89320
C 11.60196 9.41530 23.03050
C 16.17354 10.70846 22.98822
H 15.95186 12.55642 25.17614
H 14.20764 12.70718 24.93620
H 15.24064 13.17674 23.60458
H 16.20022 10.33443 25.63250
H 14.47344 10.39962 25.99930
H 15.09872 8.18562 25.89826
H 15.71032 8.11424 24.27376
H 12.76116 8.46118 25.15536
H 13.65958 7.49980 24.04462
H 13.71514 9.49086 21.05116
H 14.79106 8.48606 22.10176
H 13.25866 7.89102 21.57634
H 11.24686 8.42310 22.75204
H 11.16038 9.58334 24.01280
H 11.16184 10.06544 22.27438
H 17.00644 11.40478 23.08580
H 15.83482 10.69650 21.95226
H 16.72204 9.77960 23.14464
H 12.71730 12.22080 22.72450
C 23.70346 14.60916 27.74600
C 24.26286 15.99360 27.46330
C 23.46366 16.95456 28.37508
C 23.96206 18.42717 28.39770
C 25.46916 18.38442 28.87760
C 26.38396 17.36512 28.14458
N 25.68242 16.04676 27.89942
O 26.39882 15.18774 27.08244
C 26.93942 18.02058 26.84550
C 27.51888 16.99598 29.09930
C 24.01438 16.45708 25.94188
H 23.79948 14.22078 28.75992
H 24.11084 13.81440 27.12110
H 22.62574 14.61236 27.58288
H 22.40086 16.93890 28.13364
H 23.62530 16.51219 29.35810
H 23.30958 18.97849 29.07476
H 23.77402 18.91434 27.44092
H 25.57138 18.33254 29.96156
H 25.89126 19.38164 28.75328
H 27.70050 18.76935 27.06506
H 27.48668 17.33374 26.19986
H 26.22414 18.52784 26.19806
H 27.22628 16.65185 30.09128
H 28.22920 16.32506 28.61616
H 27.98220 17.96646 29.27712
H 24.81622 17.14619 25.67682
H 23.16238 17.11157 25.75794
H 24.11990 15.64796 25.21920
H 26.62408 14.49536 27.70810
C 22.17890 15.11630 11.25812
O 22.59832 14.67842 12.58826
C 23.19738 13.36894 12.62848
C 23.21668 12.80138 14.03276
N 21.86420 12.36678 14.41672
C 21.69968 12.11642 15.84518
C 20.22042 12.23342 16.20024
O 19.79396 13.53260 15.91338
C 18.42336 13.73118 16.20271
H 23.05362 15.25842 10.62350
H 21.65034 16.05906 11.39934
H 21.49558 14.38018 10.83470
H 24.24428 13.39950 12.32652
H 22.76686 12.64346 11.93826
H 23.57138 13.55078 14.74036
H 23.83494 11.90632 13.96412
H 21.29610 13.18112 14.23176
H 22.16972 12.85286 16.49696
H 22.23548 11.21384 16.13907
H 20.06577 12.01454 17.25680
H 19.63744 11.57802 15.55318
H 18.21328 14.80050 16.22559
H 18.18148 13.28858 17.16898
H 17.76570 13.16158 15.54610
C 10.39936 8.70508 27.24416
O 11.40614 9.68781 27.40454
C 11.76896 9.93282 28.79806
C 12.93304 10.93712 28.97180
N 12.55822 12.28678 28.49934
C 13.65240 13.20654 28.30946
C 13.15812 14.54430 27.75720
O 14.25364 15.28634 27.12050
C 13.91210 16.56234 26.57136
H 10.71098 7.76556 27.70052
H 10.21780 8.48626 26.19190
H 9.40974 9.00698 27.58710
H 12.06668 9.05019 29.36412
H 10.94232 10.27554 29.42040
H 13.75616 10.49914 28.40722
H 13.17054 10.95226 30.03550
H 12.22476 12.18886 27.55102
H 14.41568 12.78820 27.65336
H 14.06646 13.42162 29.29456
H 12.76274 15.03794 28.64496
H 12.36944 14.40508 27.01782
H 12.93806 16.48698 26.08798
H 14.65346 16.87356 25.83540
H 13.88306 17.38346 27.28764
C 17.55153 15.21584 26.03768
O 18.63666 15.96098 25.41320
C 19.77375 15.15152 25.18066
C 20.71316 15.72490 24.04814
N 20.39446 15.14006 22.72358
C 18.99915 15.18104 22.23746
C 18.99134 14.98100 20.79356
O 19.73336 15.97418 20.11266
C 19.95534 15.74026 18.71755
H 17.92328 14.65350 26.89422
H 17.16374 14.50856 25.30456
H 16.66489 15.82684 26.20696
H 19.45957 14.17136 24.82192
H 20.29012 15.06528 26.13670
H 21.69186 15.37014 24.37122
H 20.76996 16.81290 24.08178
H 20.87210 15.68114 22.01706
H 18.54381 16.13058 22.51878
H 18.44908 14.32320 22.62430
H 17.95814 15.03696 20.45084
H 19.38195 14.02942 20.43298
H 20.39143 14.76792 18.48853
H 20.55620 16.50340 18.22289
H 18.95584 15.81080 18.28844
*
```

Summary:
Total energy ... -5194.46607 Ha
Max |F| ... 4.7 eV Å⁻¹